Entry 1:
Density functional theory data (ωB97M-V with the def2-TZVPD basis set) for a cluster of 2 separate species, C5H4O in total at a distorted geometry.

The geometry in ORCA input format:
```
! wB97M-V def2-TZVPD RIJCOSX def2/J DEFGRID3
* xyz 0 3
C -0.07104 0.42239 -0.40815
C -3.63207 -2.04513 0.17049
C 2.17737 0.60128 0.62261
C -1.22866 0.40920 -0.72825
C 1.16953 0.97146 -0.16251
O -2.93448 -2.78949 0.63144
H 1.89019 -0.16461 1.27994
H 3.16752 0.93879 0.71155
H -2.09190 -0.02365 -1.20874
H 1.55352 1.67976 -0.90838
*
```

**Frontier orbital gap (alpha / beta)**: 6.82 / 7.77 eV
**Energy above the lowest of the compared OMol25 structures with the same formula, charge and spin**: 39.92 kcal/mol
**Max |F|**: 7.83 eV Å⁻¹
**Total energy**: -7290.0733 eV
**Highest occupied orbital energy (alpha / beta)**: -5.88 / -10.42 eV

Atom charges from the Mulliken analysis, given in e for atoms 1 to 2:
1. C 0.080
2. C 0.099

Entry 2:
Density functional theory data (ωB97M-V with the def2-TZVPD basis set) for a structure of composition C5H4O2.

The geometry in ORCA input format:
```
! wB97M-V def2-TZVPD RIJCOSX def2/J DEFGRID3
* xyz 0 1
O -0.67154 2.37854 -0.09670
C -0.43835 1.20622 -0.06589
C -1.40290 0.01544 -0.24565
C -0.57401 -1.26414 -0.12341
C 0.61414 -0.79306 0.09201
C 1.00325 0.59547 0.18017
O 2.03195 1.18535 0.37162
H -2.19465 0.04279 0.51180
H -1.91239 0.07210 -1.21408
H 1.84375 -1.71754 -0.09453
H 1.70076 -1.72118 0.68466
*
```

**Frontier orbital gap**: 8.42 eV
**Energy above the lowest of the compared OMol25 structures with the same formula, charge and spin**: 133.17 kcal/mol
**Max |F|**: 0.66 eV Å⁻¹
**Total energy**: -9338.4074 eV
**Highest occupied orbital energy**: -9.21 eV

Atom charges from the Mulliken analysis, given in e for atoms 1 to 2:
1. O -0.485
2. C 0.359

Entry 3:
Density functional theory data (ωB97M-V with the def2-TZVPD basis set) for a structure of composition C5H4O2 at a distorted geometry.

The geometry in ORCA input format:
```
! wB97M-V def2-TZVPD RIJCOSX def2/J DEFGRID3
* xyz 0 1
O 1.33638 -0.92906 0.95992
C 0.72261 -0.72858 -0.08534
C 0.62783 0.62751 -0.83994
C -0.57279 1.05241 -0.00623
C -1.01594 -0.03370 0.70001
C -0.64261 -1.31340 -0.01714
O -1.19208 -2.35470 -0.19404
H 1.49219 1.26563 -0.60147
H 0.51961 0.52778 -1.91462
H -0.75805 2.08618 0.29368
H -0.51713 -0.20007 1.70517
*
```

**Frontier orbital gap (alpha / beta)**: 8.37 / 8.37 eV
**Energy above the lowest of the compared OMol25 structures with the same formula, charge and spin**: 98.12 kcal/mol
**Max |F|**: 2.70 eV Å⁻¹
**Total energy**: -9339.9272 eV
**Highest occupied orbital energy (alpha / beta)**: -8.97 / -8.97 eV

Atom charges from the Mulliken analysis, given in e for atoms 1 to 2:
1. O -0.541
2. C 0.540

Entry 4:
Density functional theory data (ωB97M-V with the def2-TZVPD basis set) for the molecule C5H4O2 at a distorted geometry.

The geometry in ORCA input format:
```
! wB97M-V def2-TZVPD RIJCOSX def2/J DEFGRID3
* xyz 0 1
C 2.32528 -0.33950 0.30206
C 1.20900 0.26439 0.18578
C -0.24378 0.57496 -0.09909
C -0.97962 1.66727 -0.13070
C -0.97392 -0.84767 0.04820
O -2.18992 -0.77451 0.52789
O -0.39166 -1.99586 -0.30700
H 3.27239 -0.87764 0.44306
H -2.11040 1.65023 -0.04730
H -0.42229 2.57810 -0.33274
H 0.50493 -1.89977 -0.59016
*
```

**Frontier orbital gap**: 9.67 eV
**SMILES**: C#CC(=C)C(=O)O
**Energy above the lowest of the compared OMol25 structures with the same formula, charge and spin**: 71.57 kcal/mol
**Max |F|**: 6.65 eV Å⁻¹
**Total energy**: -9341.0787 eV
**Highest occupied orbital energy**: -9.81 eV

Atom charges from the Mulliken analysis, given in e for atoms 1 to 2:
1. C -0.239
2. C -0.243

Entry 5:
Density functional theory data (ωB97M-V with the def2-TZVPD basis set) for the molecule C5H4O2.

The geometry in ORCA input format:
```
! wB97M-V def2-TZVPD RIJCOSX def2/J DEFGRID3
* xyz 0 1
O 0.02101 0.45803 1.68530
C 0.08177 0.29639 0.34338
C -1.15275 -0.04985 -0.46508
C -0.18555 -1.17305 -0.30157
C 1.16830 -0.83575 -0.51704
C 1.23677 0.55527 -0.64565
O 1.81896 1.52477 -1.05829
H -2.06493 -0.14327 0.12352
H -1.27184 0.44200 -1.42818
H -0.45698 -2.02669 0.31201
H 0.80523 0.95215 1.95160
*
```

**Frontier orbital gap**: 9.04 eV
**Energy above the lowest of the compared OMol25 structures with the same formula, charge and spin**: 97.27 kcal/mol
**Max |F|**: 0.49 eV Å⁻¹
**Total energy**: -9339.9639 eV
**Highest occupied orbital energy**: -8.69 eV

Atom charges from the Mulliken analysis, given in e for atoms 1 to 2:
1. O -0.505
2. C 0.607

Entry 6:
Density functional theory data (ωB97M-V with the def2-TZVPD basis set) for the molecule C5H4O2 at a distorted geometry.

The geometry in ORCA input format:
```
! wB97M-V def2-TZVPD RIJCOSX def2/J DEFGRID3
* xyz 0 1
O -1.10391 -1.77555 -1.96137
C -0.62429 -1.47313 -0.95120
C -0.10136 -1.35013 0.27338
C -0.01629 -0.15566 1.09196
C 0.14991 1.11702 0.67613
C 0.33840 1.40852 -0.74253
O -0.26595 0.85066 -1.64460
H 0.23527 -2.29908 0.68113
H -0.02729 -0.34511 2.16682
H 0.26559 1.91142 1.40670
H 1.14990 2.11105 -0.99641
*
```

**Frontier orbital gap**: 9.04 eV
**SMILES**: O=C=C/C=C\C=O
**Energy above the lowest of the compared OMol25 structures with the same formula, charge and spin**: 30.35 kcal/mol
**Max |F|**: 1.01 eV Å⁻¹
**Total energy**: -9342.8659 eV
**Highest occupied orbital energy**: -8.75 eV

Atom charges from the Mulliken analysis, given in e for atoms 1 to 2:
1. O -0.336
2. C 0.818

Entry 7:
Density functional theory data (ωB97M-V with the def2-TZVPD basis set) for the molecule C5H4O2 at a distorted geometry.

The geometry in ORCA input format:
```
! wB97M-V def2-TZVPD RIJCOSX def2/J DEFGRID3
* xyz 0 1
C -3.01595 0.07366 -0.12739
C -1.75511 -0.19704 0.24896
C -0.37507 0.01058 0.14998
C 0.47352 1.09243 0.12429
O 1.78989 0.81850 -0.20114
C 1.76086 -0.67274 0.02477
O 0.43543 -1.01132 -0.14618
H -4.17517 -0.03778 -0.60855
H 0.04690 2.03137 -0.00381
H 2.16667 -0.87330 1.13475
H 2.64803 -1.23436 -0.59569
*
```

**Frontier orbital gap**: 8.37 eV
**SMILES**: C#CC1=COCO1
**Energy above the lowest of the compared OMol25 structures with the same formula, charge and spin**: 128.86 kcal/mol
**Max |F|**: 10.23 eV Å⁻¹
**Total energy**: -9338.5941 eV
**Highest occupied orbital energy**: -7.93 eV

Atom charges from the Mulliken analysis, given in e for atoms 1 to 2:
1. C -0.292
2. C -0.475

Entry 8:
Density functional theory data (ωB97M-V with the def2-TZVPD basis set) for the molecule C5H4O3 at a distorted geometry.

The geometry in ORCA input format:
```
! wB97M-V def2-TZVPD RIJCOSX def2/J DEFGRID3
* xyz 0 1
C -1.14295 -1.11992 0.03881
C 0.34933 -1.12330 -0.09961
O 0.90782 -2.21403 -0.21586
C 1.30418 0.11457 0.10541
O 2.51114 -0.10296 0.14204
C 0.87100 1.50377 0.04148
C -0.37426 1.83479 -0.10309
O -1.45853 2.28727 -0.12143
H -1.41585 -1.58630 0.99036
H -1.63167 -0.15718 -0.00344
H -1.56907 -1.69470 -0.78937
H 1.64886 2.25800 0.01470
*
```

**Frontier orbital gap**: 9.48 eV
**SMILES**: CC(=O)C(=O)C=C=O
**Energy above the lowest of the compared OMol25 structures with the same formula, charge and spin**: 44.69 kcal/mol
**Max |F|**: 4.14 eV Å⁻¹
**Total energy**: -11390.4307 eV
**Highest occupied orbital energy**: -10.03 eV

Atom charges from the Mulliken analysis, given in e for atoms 1 to 2:
1. C -0.893
2. C 0.584